1.
16
Properties=species:S:1:pos:R:3:forces:R:3 method="wB97M-V/def2-TZVPD" gap_ev=8.93 smiles=c1ccc2[nH]ccc2c1 e_above_lowest_kj_mol=7.8 lumo_energy_ev=1.05 total_energy_ha=-363.7715
C 1.167 1.651 -0.352 -0.15 0.90 -3.36
C 0.674 1.690 -1.687 -1.04 -1.63 1.91
C 0.039 -1.178 1.900 2.33 1.12 2.22
C -0.601 -1.864 0.935 -2.72 -3.50 0.15
C 0.669 0.036 1.590 -0.53 0.04 0.65
C -0.912 -1.308 -0.271 -1.96 -1.32 -1.98
C 0.531 0.559 0.296 0.64 -0.75 1.28
C -0.305 -0.144 -0.579 -0.12 3.61 -2.76
N -0.405 0.698 -1.768 1.96 0.24 -0.07
H 1.997 2.274 0.002 -0.59 -0.41 -0.04
H 1.025 2.217 -2.612 -0.66 -0.39 1.32
H 0.166 -1.608 2.929 -0.17 0.46 -1.18
H -1.050 -2.892 1.180 0.70 1.66 -0.34
H 1.153 0.599 2.397 0.06 -0.23 -0.52
H -1.678 -1.749 -0.995 1.39 0.35 1.13
H -0.899 0.517 -2.672 0.88 -0.13 1.59

2.
83
Properties=species:S:1:pos:R:3:forces:R:3 method="wB97M-V/def2-TZVPD" gap_ev="6.57 / 6.06" charge=+1 spin_multiplicity=2 lumo_energy_ev="-3.25 / -3.64" total_energy_ha=-3089.0326 s2=0.7639
Yb -1.229 1.439 -0.672 0.61 0.27 0.18
C 0.811 0.896 3.544 1.04 0.17 -1.43
C 1.526 1.119 2.343 -0.77 -0.32 2.11
C -0.293 2.547 2.387 1.67 -0.21 -2.28
C -0.318 1.759 3.561 0.29 -1.04 -0.03
C 0.868 2.191 1.663 -2.63 1.12 0.39
C 1.113 -0.115 4.574 0.08 -0.39 0.73
H 2.190 -0.314 4.667 -0.32 -0.03 -0.07
H 0.578 -1.051 4.394 0.13 -0.14 -0.10
H 0.757 0.216 5.556 0.17 0.03 -0.07
C -1.463 1.595 4.467 -0.37 0.40 0.29
H -1.148 1.572 5.525 -0.26 -0.21 -0.39
H -1.930 0.643 4.166 0.16 0.33 0.56
H -2.234 2.375 4.339 0.40 -0.28 0.13
C -1.326 3.521 1.966 0.15 0.36 0.80
H -1.846 3.807 2.891 -0.25 0.26 -0.61
H -2.090 3.158 1.255 0.00 -0.06 0.16
H -0.832 4.398 1.562 -0.23 0.36 -0.17
C 1.395 2.898 0.482 0.41 0.67 -0.02
H 2.392 3.292 0.739 -0.06 -0.21 -0.43
H 0.812 3.792 0.251 -0.16 -0.01 -0.13
H 1.499 2.289 -0.422 0.23 -0.12 -0.18
C 2.732 0.449 1.838 0.70 -0.64 -0.06
H 3.605 1.097 1.782 0.19 0.24 0.47
H 2.679 0.083 0.810 -0.16 0.22 0.25
H 2.948 -0.446 2.421 0.29 0.24 0.20
C 0.653 -2.440 0.793 0.23 -0.36 0.04
C 1.870 -2.520 1.365 -0.80 -1.52 0.72
C 3.152 -3.017 0.757 0.44 0.26 -0.72
C 3.356 -2.814 -0.754 0.39 0.11 1.72
C 3.375 -1.372 -1.143 0.68 -0.04 -1.18
C 2.327 -0.629 -1.504 -0.46 1.63 0.51
C 1.027 -0.519 -0.760 -0.94 -0.73 -0.76
C 0.409 -1.906 -0.600 -0.86 -0.85 -0.19
H 3.158 -4.122 0.819 -0.08 0.42 0.81
H 2.632 -3.437 -1.288 0.01 0.50 -0.11
H 4.013 -2.617 1.309 -0.08 -0.20 -0.11
H 0.843 -2.540 -1.389 -0.54 0.04 0.25
H -0.251 -2.811 1.315 0.76 1.28 -0.05
H 1.927 -2.589 2.465 -0.42 -0.42 -0.43
H -0.684 -1.836 -0.750 0.44 -0.27 0.10
H 1.081 -0.098 0.280 0.02 0.03 -1.27
H 2.321 0.031 -2.381 1.15 0.87 0.93
H 0.405 0.111 -1.466 0.50 -0.59 0.73
H 4.342 -3.234 -0.981 -0.18 0.11 -0.10
H 4.370 -0.926 -1.263 -0.17 -0.51 -1.06
P -0.669 -0.255 -3.631 -0.12 -1.36 -2.04
P -0.900 2.702 -4.391 0.51 0.04 -1.74
C -1.060 0.062 -5.465 -0.30 0.59 0.29
C -1.528 1.500 -5.684 -0.40 0.03 0.38
H -1.879 -0.609 -5.778 0.60 -0.06 0.14
H -0.172 -0.131 -6.091 -0.34 0.01 0.46
H -1.203 1.857 -6.677 -0.23 -0.02 0.45
H -2.631 1.578 -5.638 0.43 -0.10 -0.13
C -1.450 4.106 -5.428 -0.10 0.55 0.44
H -1.068 5.044 -5.023 -0.15 0.09 -0.12
H -2.540 4.112 -5.401 -0.01 0.23 -0.05
H -1.125 3.989 -6.466 0.03 0.06 0.20
C 0.884 2.714 -4.965 0.01 0.09 0.57
H 0.955 2.723 -6.066 -0.14 -0.02 0.47
H 1.465 1.867 -4.566 -0.20 0.22 -0.14
H 1.332 3.638 -4.569 0.01 -0.29 -0.19
C -2.142 -1.302 -3.325 -0.16 -0.10 0.35
H -2.102 -1.689 -2.300 -0.23 -0.08 -0.22
H -2.167 -2.138 -4.041 -0.07 0.27 0.29
H -3.044 -0.689 -3.442 0.07 -0.19 0.04
C 0.584 -1.584 -4.007 0.68 -0.04 0.22
H 0.847 -1.602 -5.087 -0.37 -0.04 0.74
H 0.244 -2.579 -3.686 0.03 0.32 -0.16
H 1.511 -1.362 -3.463 -0.25 -0.34 -0.27
C -1.865 0.163 1.157 -0.91 -2.51 2.11
C -2.110 -0.678 2.064 0.10 1.79 -2.41
C -2.463 -1.523 3.174 -0.55 -0.20 1.30
C -3.462 -1.080 4.109 0.70 -0.81 0.52
C -3.562 -1.679 5.395 0.38 -0.06 -1.13
C -2.762 -2.782 5.728 -0.02 -0.18 -0.21
C -1.933 -3.341 4.735 -0.43 0.56 0.08
C -1.771 -2.719 3.485 -0.26 0.10 0.47
H -4.131 -0.255 3.852 0.41 -0.15 0.05
H -4.268 -1.293 6.121 0.02 0.03 -0.14
H -2.817 -3.248 6.740 0.00 0.47 -1.03
H -1.420 -4.268 4.964 0.12 0.13 -0.15
H -1.101 -3.175 2.753 -0.26 0.26 0.48

3.
84
Properties=species:S:1:pos:R:3:forces:R:3 method="wB97M-V/def2-TZVPD" gap_ev=7.09 e_above_lowest_kj_mol=0.0 lumo_energy_ev=0.00 total_energy_ha=-2563.7982
P -0.025 -2.042 -5.191 -0.77 0.92 -0.35
P 0.090 1.390 -5.040 0.15 -0.60 -0.37
C -0.381 -0.940 -6.645 0.05 -0.47 -0.27
C 0.347 0.410 -6.604 0.04 0.37 -0.02
H -1.476 -0.794 -6.676 0.37 -0.04 -0.01
H -0.088 -1.518 -7.535 -0.21 0.35 -0.17
H 1.437 0.274 -6.705 -0.33 -0.01 -0.02
H 0.016 1.069 -7.421 0.16 -0.31 -0.14
C -1.608 2.020 -5.358 0.10 0.44 -0.29
H -1.886 2.724 -4.564 -0.02 -0.14 -0.13
H -2.340 1.201 -5.369 0.31 0.18 0.04
H -1.645 2.540 -6.324 -0.11 0.00 0.11
C 1.191 2.795 -5.394 -0.15 0.48 -0.42
H 0.891 3.315 -6.315 0.19 0.06 0.15
H 2.217 2.419 -5.516 -0.28 0.10 0.10
H 1.165 3.497 -4.551 0.06 -0.11 -0.20
C -1.135 -3.443 -5.542 0.26 -0.43 -0.58
H -1.033 -4.185 -4.738 -0.09 0.16 -0.23
H -0.903 -3.910 -6.510 -0.22 -0.11 0.16
H -2.170 -3.070 -5.558 0.34 -0.12 0.06
C 1.674 -2.593 -5.608 -0.08 -0.47 -0.31
H 2.372 -1.745 -5.580 -0.27 -0.20 0.04
H 1.706 -3.049 -6.605 0.13 0.02 0.09
H 1.995 -3.338 -4.869 0.04 0.16 -0.13
Mg 1.212 -0.850 2.194 -2.16 0.16 -0.55
C 0.451 1.352 -1.781 -0.27 0.15 1.28
C -0.866 1.137 -1.899 0.01 0.96 0.09
C -1.660 0.198 -2.739 -0.75 -0.68 -0.42
C -2.112 -1.126 -2.105 -0.07 0.60 -0.89
C -1.014 -2.129 -2.079 0.95 -0.18 1.44
C 0.312 -1.929 -2.220 -0.16 -0.47 1.10
C 1.107 -0.830 -2.845 0.41 1.00 -0.23
C 1.578 0.417 -2.060 -0.09 -0.56 -0.85
C 0.399 -2.791 2.351 0.72 0.12 0.00
H 0.754 2.275 -1.260 -0.25 -0.48 0.00
H -1.517 1.869 -1.409 0.34 0.08 -0.13
H -1.150 -0.068 -3.667 -0.12 0.02 0.31
H -2.559 0.731 -3.088 0.19 -0.03 0.36
H -2.514 -0.920 -1.103 0.20 -0.38 -0.03
H -2.947 -1.520 -2.702 0.01 0.04 0.11
H -1.335 -3.107 -1.701 0.30 0.23 0.05
H 0.966 -2.714 -1.824 -0.39 -0.28 -0.40
H 0.527 -0.411 -3.680 0.80 -0.30 0.72
H 2.007 -1.273 -3.306 -0.29 -0.02 0.26
H 2.122 0.130 -1.146 -0.23 0.26 0.02
H 2.320 0.936 -2.699 -0.17 -0.20 0.22
H 1.060 -3.404 2.994 -0.44 -0.05 -0.46
H 0.393 -3.150 1.311 -0.11 -0.38 0.37
H -0.625 -2.779 2.762 0.41 0.11 -0.19
N 0.108 0.889 2.362 0.78 0.23 1.70
P 0.069 0.938 3.952 -0.38 -0.04 -3.70
C -1.370 -0.068 4.437 0.23 -0.53 0.69
C -1.394 -0.949 5.523 -0.71 0.16 -0.20
C -2.554 -1.683 5.789 0.09 -0.05 -0.10
C -3.659 -1.592 4.938 0.20 0.17 0.08
C -3.605 -0.766 3.808 0.38 0.07 0.17
C -2.456 -0.014 3.547 -0.13 -0.11 0.21
C 1.658 0.207 4.494 0.48 -0.07 0.68
C 2.699 0.157 3.525 0.61 -0.30 0.71
C 3.851 -0.617 3.768 -0.40 0.72 0.17
C 4.006 -1.237 5.005 -0.09 -0.27 0.16
C 3.001 -1.152 5.974 0.11 0.34 0.05
C 1.848 -0.398 5.742 0.65 -0.11 -0.34
C -0.067 2.474 4.902 0.01 0.38 0.31
C -0.158 2.453 6.305 0.03 0.52 -0.32
C -0.205 3.658 7.012 0.00 -0.18 -0.04
C -0.183 4.878 6.327 0.03 -0.25 -0.28
C -0.105 4.892 4.927 -0.02 -0.25 0.22
C -0.041 3.690 4.211 -0.01 0.04 0.35
H -0.514 -1.082 6.146 -0.39 0.02 -0.03
H -2.573 -2.331 6.666 -0.09 0.07 -0.30
H -4.558 -2.170 5.153 0.22 0.13 -0.07
H -4.450 -0.707 3.123 0.18 -0.07 0.17
H -2.355 0.583 2.635 -0.05 -0.16 0.41
H 2.618 0.739 2.581 -0.09 -0.20 0.75
H 4.625 -0.674 3.001 -0.10 0.03 0.30
H 4.929 -1.768 5.238 -0.30 -0.02 -0.15
H 3.123 -1.645 6.940 0.09 0.13 -0.29
H 1.126 -0.247 6.546 0.28 -0.21 -0.35
H -0.190 1.501 6.838 -0.06 0.29 -0.09
H -0.258 3.637 8.105 -0.01 0.07 -0.40
H -0.227 5.814 6.886 0.01 -0.28 -0.20
H -0.092 5.841 4.393 0.00 -0.18 0.12
H 0.030 3.675 3.119 -0.02 -0.02 0.34